## a
This record from OMol25 describes a 2-piece molecular cluster, C4H5ClN2O overall. The level of theory is ωB97M-V with the def2-TZVPD basis set.

## Properties
Kohn-Sham gap (spin up / spin down) = 6.220 / 6.227 eV
HOMO (spin up / spin down) = -9.2 / -9.2 eV
charge = 0

Cartesian coordinates (Å):
C1 2.351 1.188 0.274
C2 -0.741 -0.364 0.201
C3 -2.248 -0.212 -0.060
C4 2.206 -0.192 0.527
N1 2.462 2.249 -0.134
N2 -0.057 -0.163 -0.891
O1 -0.239 -0.678 1.292
Cl1 3.243 -1.189 -0.376
H1 -2.516 0.688 -0.751
H2 -2.722 -1.028 -0.438
H3 -2.740 -0.114 0.866
H4 1.473 -0.527 1.180
H5 -0.471 0.342 -1.691

=====

## b
This record from OMol25 describes C4H5ClN2O as an isolated structure. The level of theory is ωB97M-V with the def2-TZVPD basis set.

## Properties
Kohn-Sham gap = 8.939 eV
HOMO = -8.2 eV
charge = 0

Cartesian coordinates (Å):
C1 1.925 -0.636 -0.121
C2 1.111 0.280 0.314
C3 0.101 -1.705 -0.781
C4 -1.371 0.756 0.488
N1 1.345 -1.766 -0.653
N2 -0.224 -0.052 0.077
O1 -1.830 1.633 -0.499
Cl1 -1.202 -2.605 -0.864
H1 3.029 -0.565 0.052
H2 1.326 1.188 0.769
H3 -2.081 -0.010 0.606
H4 -0.989 1.203 1.451
H5 -1.140 2.277 -0.839

=====

## c
This record from OMol25 describes a 2-piece molecular cluster, C4H5ClN2O overall. The level of theory is ωB97M-V with the def2-TZVPD basis set.

## Properties
Kohn-Sham gap (spin up / spin down) = 7.756 / 7.757 eV
HOMO (spin up / spin down) = -8.7 / -8.7 eV
charge = 0

Cartesian coordinates (Å):
C1 0.876 -1.166 0.562
C2 1.683 0.818 0.349
C3 0.029 -0.440 -0.323
C4 -1.191 -0.637 -0.954
N1 1.806 -0.304 0.990
N2 0.692 0.812 -0.501
O1 -2.552 0.414 0.357
Cl1 -1.731 0.755 1.778
H1 0.858 -2.097 1.018
H2 2.266 1.731 0.400
H3 -1.376 -0.042 -1.921
H4 -1.799 -1.477 -0.765
H5 0.439 1.633 -0.991

=====

Short version: b is the most stable of them.

=====

## a
This record from OMol25 describes a single C4H8N2O2 molecule. The level of theory is ωB97M-V with the def2-TZVPD basis set.

## Properties
Kohn-Sham gap = 8.852 eV
HOMO = -8.0 eV
charge = 0

Cartesian coordinates (Å):
C1 -1.174 0.666 1.173
C2 -0.561 0.051 -0.042
C3 0.314 0.800 -1.013
C4 0.974 -0.240 -0.169
N1 1.947 0.109 0.807
O1 0.798 -1.604 -0.455
N2 -0.825 -1.327 -0.330
O2 -1.373 -1.453 -1.625
H1 -2.236 0.878 1.013
H2 -1.077 -0.001 2.035
H3 -0.677 1.608 1.426
H4 0.522 1.835 -0.771
H5 0.193 0.604 -2.072
H6 2.629 -0.630 0.940
H7 2.416 0.990 0.628
H8 -1.869 -2.286 -1.544

=====

## b
This record from OMol25 describes a 2-piece molecular cluster, C4H8N2O2 overall. The level of theory is ωB97M-V with the def2-TZVPD basis set.

## Properties
Kohn-Sham gap = 3.510 eV
HOMO = -8.2 eV
charge = 0

Cartesian coordinates (Å):
N1 -0.117 0.191 1.695
C1 0.851 -0.335 0.771
C2 -1.769 -1.220 -1.943
C3 -2.382 -0.668 -0.806
O1 -2.098 -0.996 0.355
C4 1.702 0.769 0.182
N2 2.325 0.308 -0.895
O2 1.611 1.928 0.606
H1 -1.023 -0.247 1.536
H2 -0.211 1.199 1.599
H3 1.357 -1.216 1.174
H4 -0.771 -1.613 -1.779
H5 -3.222 0.013 -1.018
H6 0.284 -0.675 -0.117
H7 2.836 1.007 -1.443
H8 -2.301 -1.293 -2.878

=====

## c
This record from OMol25 describes a 2-piece molecular cluster, C4H8N2O2 overall. The level of theory is ωB97M-V with the def2-TZVPD basis set.

## Properties
Kohn-Sham gap = 7.919 eV
HOMO = -8.8 eV
charge = 0

Cartesian coordinates (Å):
C1 0.723 0.021 0.497
C2 -0.649 0.378 0.178
C3 -1.031 -0.652 -0.744
C4 -1.073 1.784 0.120
H1 1.142 1.910 1.932
H2 2.606 0.351 1.310
H3 0.601 -1.675 -0.859
H4 2.167 -1.305 -0.478
H5 -1.883 -0.498 -1.439
H6 -0.041 -0.795 -1.576
H7 -1.802 -1.862 0.663
H8 -0.389 2.690 0.584
N1 1.776 0.982 0.861
N2 1.257 -1.293 -0.058
O1 -1.346 -2.023 -0.281
O2 -2.059 1.986 -0.709

=====

## d
This record from OMol25 describes a single C4H8N2O2 molecule. The level of theory is ωB97M-V with the def2-TZVPD basis set.

## Properties
Kohn-Sham gap = 10.042 eV
HOMO = -9.5 eV
charge = 0

Cartesian coordinates (Å):
C1 2.599 -0.681 0.062
C2 1.102 -0.847 0.091
O1 0.567 -1.848 0.561
N1 0.371 0.173 -0.422
C3 -0.990 -0.002 -0.856
C4 -2.060 0.213 0.210
N2 -1.981 1.329 0.947
O2 -3.059 -0.506 0.229
H1 2.994 -0.851 1.071
H2 3.018 -1.451 -0.600
H3 2.916 0.307 -0.294
H4 0.819 1.064 -0.585
H5 -1.201 0.703 -1.671
H6 -1.137 -1.019 -1.244
H7 -1.108 1.565 1.397
H8 -2.849 1.853 1.104

=====

Short version: d is the most stable of them.

=====

## a
This record from OMol25 describes a single C5H10N4 molecule. The level of theory is ωB97M-V with the def2-TZVPD basis set.

## Properties
Kohn-Sham gap = 8.999 eV
HOMO = -8.2 eV
charge = 0

Cartesian coordinates (Å):
H1 -3.447 -0.640 1.129
N1 -2.427 -0.653 1.204
C1 -1.826 -0.167 0.195
N2 -2.454 0.207 -0.950
C2 -0.003 -0.457 0.293
C3 0.411 -1.407 1.337
C4 0.407 0.555 -0.369
N3 0.089 1.468 -1.320
N4 2.113 0.095 -0.798
C5 3.121 0.404 -0.103
H2 -2.077 0.999 -1.457
H3 -3.467 0.239 -0.950
H4 1.457 -1.264 1.625
H5 0.255 -2.436 1.006
H6 -0.181 -1.237 2.242
H7 0.214 0.988 -2.219
H8 0.653 2.311 -1.345
H9 3.010 0.772 0.941
H10 4.152 0.224 -0.462

=====

## b
This record from OMol25 describes a 3-piece molecular cluster, C5H10N4 overall. The level of theory is ωB97M-V with the def2-TZVPD basis set.

## Properties
Kohn-Sham gap (spin up / spin down) = 8.044 / 7.068 eV
HOMO (spin up / spin down) = -7.4 / -7.1 eV
charge = 0

Cartesian coordinates (Å):
C1 1.859 1.762 -0.457
N1 -0.395 -0.611 -0.608
C2 -0.824 0.177 0.271
C3 1.629 0.356 -0.049
N2 -0.164 -1.954 -0.420
C4 -2.921 -0.714 -0.211
C5 2.461 -0.558 0.391
N3 -1.170 1.189 0.875
N4 -3.829 -0.142 0.400
H1 -0.751 -2.369 0.295
H2 -0.271 -2.428 -1.306
H3 -0.436 1.723 1.326
H4 -3.522 0.632 0.999
H5 -3.111 -1.555 -0.894
H6 2.934 1.973 -0.556
H7 1.382 1.971 -1.417
H8 1.454 2.478 0.264
H9 3.532 -0.358 0.489
H10 2.143 -1.572 0.608

=====

## c
This record from OMol25 describes a single C5H10N4 molecule. The level of theory is ωB97M-V with the def2-TZVPD basis set.

## Properties
Kohn-Sham gap = 9.031 eV
HOMO = -8.1 eV
charge = 0

Cartesian coordinates (Å):
H1 2.341 1.341 1.743
N1 2.056 0.356 1.730
C1 1.156 0.166 0.863
N2 0.780 -1.112 0.621
C2 -0.320 -1.569 -0.232
C3 -0.986 -0.314 -0.597
C4 -1.893 0.276 0.484
C5 -1.219 0.442 -1.844
N3 0.100 0.495 -1.135
N4 0.631 1.180 0.016
H2 1.397 -1.776 1.018
H3 0.077 -2.104 -1.108
H4 -0.940 -2.218 0.386
H5 -1.721 -0.133 1.444
H6 -2.925 0.102 0.251
H7 -1.761 1.342 0.527
H8 -1.223 -0.081 -2.763
H9 -1.914 1.273 -1.828
H10 1.271 1.814 -0.343

=====

Short version: c is the most stable of them.

=====

## a
This record from OMol25 describes a single C2H3N3S molecule. The level of theory is ωB97M-V with the def2-TZVPD basis set.

## Properties
Kohn-Sham gap = 8.845 eV
HOMO = -9.6 eV
charge = 0

Cartesian coordinates (Å):
N1 0.941 2.389 0.037
C1 0.930 1.229 0.109
C2 0.869 -0.413 0.166
S1 2.221 -1.247 -0.149
N2 -0.367 -0.915 0.349
N3 -1.426 -0.141 -0.200
H1 -0.506 -1.880 0.410
H2 -0.998 0.301 -0.994
H3 -1.664 0.676 0.273

=====

## b
This record from OMol25 describes a single C2H3N3S molecule. The level of theory is ωB97M-V with the def2-TZVPD basis set.

## Properties
Kohn-Sham gap = 8.394 eV
HOMO = -7.7 eV
charge = 0

Cartesian coordinates (Å):
C1 -0.800 -0.547 0.349
C2 -0.473 0.673 0.833
N1 0.644 1.197 -0.092
S1 2.307 0.616 0.019
N2 0.822 0.185 -1.019
N3 -0.047 -0.825 -0.755
H1 -1.454 -1.292 0.615
H2 -0.797 1.404 1.555
H3 -0.201 -1.411 -1.505

=====

## c
This record from OMol25 describes a single C2H3N3S molecule. The level of theory is ωB97M-V with the def2-TZVPD basis set.

## Properties
Kohn-Sham gap (spin up / spin down) = 7.534 / 7.224 eV
HOMO (spin up / spin down) = -8.3 / -8.5 eV
charge = 0

Cartesian coordinates (Å):
C1 -0.550 0.601 -0.588
C2 -0.978 0.912 0.761
N1 -0.101 -0.292 1.192
N2 0.314 -0.447 -0.074
N3 1.720 -0.724 -0.341
S1 -2.390 0.227 0.034
H1 -0.555 1.067 -1.550
H2 0.625 -0.349 1.890
H3 1.917 -0.995 -1.324

=====

## d
This record from OMol25 describes a single C2H3N3S molecule. The level of theory is ωB97M-V with the def2-TZVPD basis set.

## Properties
Kohn-Sham gap = 10.399 eV
HOMO = -10.2 eV
charge = 0

Cartesian coordinates (Å):
H1 -1.185 -2.139 0.255
N1 -1.420 -1.210 -0.155
C1 -0.420 -0.478 0.055
C2 0.742 -0.833 0.841
N2 1.697 -1.058 1.459
N3 -0.415 0.861 -0.347
S1 0.966 1.474 -1.037
H2 -1.190 0.951 -0.966
H3 1.224 2.432 -0.105

=====

Short version: d is the most stable of them.

=====

## a
This record from OMol25 describes a single C7H8O2 molecule. The level of theory is ωB97M-V with the def2-TZVPD basis set.

## Properties
Kohn-Sham gap = 10.433 eV
HOMO = -9.6 eV
charge = 0

Cartesian coordinates (Å):
O1 -3.248 -0.091 0.339
C1 -2.258 -0.455 -0.200
C2 -0.769 -0.143 0.020
C3 -0.260 0.674 -1.218
C4 0.719 1.419 -0.729
C5 0.828 1.062 0.738
C6 1.447 -0.386 0.687
C7 0.259 -1.236 0.332
O2 -0.589 0.774 1.063
H1 -2.429 -1.095 -1.014
H2 -0.640 0.572 -2.134
H3 1.381 2.103 -1.325
H4 1.301 1.878 1.262
H5 1.692 -0.703 1.705
H6 2.106 -0.376 -0.173
H7 0.521 -2.025 -0.472
H8 -0.061 -1.973 1.118

=====

## b
This record from OMol25 describes a single C7H8O2 molecule. The level of theory is ωB97M-V with the def2-TZVPD basis set.

## Properties
Kohn-Sham gap = 8.866 eV
HOMO = -8.6 eV
charge = 0

Cartesian coordinates (Å):
C1 1.508 2.091 -0.148
C2 0.379 1.130 0.018
C3 0.662 -0.294 -0.167
C4 -0.323 -1.273 -0.142
C5 -0.151 -2.819 -0.274
O1 -1.558 -0.867 0.253
C6 -1.965 0.497 0.536
O2 -3.141 0.658 0.847
C7 -0.935 1.498 0.347
H1 1.443 2.712 0.729
H2 1.531 2.793 -0.953
H3 2.500 1.602 -0.128
H4 1.648 -0.671 -0.371
H5 -1.194 -3.204 -0.164
H6 0.456 -3.155 0.475
H7 0.361 -3.192 -1.285
H8 -1.222 2.494 0.425

=====

## c
This record from OMol25 describes a 2-piece molecular cluster, C7H8O2 overall. The level of theory is ωB97M-V with the def2-TZVPD basis set.

## Properties
Kohn-Sham gap = 8.414 eV
HOMO = -7.5 eV
charge = 0

Cartesian coordinates (Å):
C1 1.711 -1.090 0.757
C2 0.636 -0.826 -0.227
O1 -0.176 -1.873 -0.485
C3 0.360 0.375 -0.714
C4 0.826 1.778 -0.887
C5 -0.159 1.309 -1.639
H1 1.709 -0.444 1.602
H2 2.641 -0.996 0.312
H3 1.720 -2.163 1.193
H4 0.340 -2.456 -0.986
H5 1.403 2.610 -0.357
H6 -0.887 1.340 -2.456
C6 -2.381 0.512 0.404
C7 -1.408 0.571 1.266
O2 -0.605 0.518 2.083
H7 -3.250 1.070 0.570
H8 -2.480 -0.234 -0.435

=====

Short version: b is the most stable of them.

=====

## a
This record from OMol25 describes a single C7H8O2 molecule. The level of theory is ωB97M-V with the def2-TZVPD basis set.

## Properties
Kohn-Sham gap = 8.925 eV
HOMO = -9.3 eV
charge = 0

Cartesian coordinates (Å):
C1 -0.494 3.452 0.951
C2 0.146 2.559 0.330
C3 0.768 1.328 -0.333
O1 1.804 1.610 -0.994
C4 -0.044 0.131 -0.039
C5 0.483 -1.075 -0.395
C6 1.740 -1.382 -1.089
O2 -1.241 0.335 0.595
C7 -1.957 -0.919 0.793
H1 -1.099 4.124 1.565
H2 0.079 -2.029 -0.068
H3 1.758 -2.488 -1.389
H4 1.761 -0.719 -1.960
H5 2.665 -1.306 -0.370
H6 -3.119 -0.542 0.910
H7 -1.828 -1.565 -0.150
H8 -1.424 -1.513 1.642

=====

## b
This record from OMol25 describes a single C7H8O2 molecule. The level of theory is ωB97M-V with the def2-TZVPD basis set.

## Properties
Kohn-Sham gap = 8.932 eV
HOMO = -9.2 eV
charge = 0

Cartesian coordinates (Å):
C1 -1.774 2.196 -0.376
C2 -1.967 1.025 -0.151
C3 -1.814 -0.335 -0.025
O1 -2.426 -1.227 0.475
C4 -0.155 -0.602 -0.155
O2 -0.099 -1.987 -0.251
C5 0.628 -0.094 1.056
C6 1.859 -0.029 0.220
C7 0.993 -0.003 -1.021
H1 -1.856 3.228 -0.776
H2 -0.794 -2.531 0.282
H3 0.295 0.899 1.274
H4 0.455 -0.696 1.911
H5 2.574 0.856 0.396
H6 2.248 -1.136 0.320
H7 0.676 1.034 -1.304
H8 1.157 -0.598 -1.875

=====

Short version: b is the most stable of them.

=====

## a
This record from OMol25 describes a single C2H4NP molecule. The level of theory is ωB97M-V with the def2-TZVPD basis set.

## Properties
Kohn-Sham gap = 9.331 eV
HOMO = -8.5 eV
charge = 0

Cartesian coordinates (Å):
H1 1.668 -1.844 0.128
N1 1.410 -0.823 0.009
C1 0.298 -0.351 -0.218
C2 -0.334 0.981 -0.335
P1 -1.503 -0.560 -0.002
H2 0.005 1.556 0.434
H3 -0.317 1.360 -1.346
H4 -1.227 -0.319 1.330

=====

## b
This record from OMol25 describes a 2-piece molecular cluster, C2H4NP overall. The level of theory is ωB97M-V with the def2-TZVPD basis set.

## Properties
Kohn-Sham gap (spin up / spin down) = 7.395 / 9.357 eV
HOMO (spin up / spin down) = -7.6 / -9.6 eV
charge = 0

Cartesian coordinates (Å):
C1 -0.443 -0.149 0.129
C2 -0.227 1.099 -0.585
N1 -0.860 -0.547 1.260
P1 -0.323 -1.904 0.246
H1 0.510 0.993 -1.251
H2 -0.117 1.997 0.225
H3 -1.103 1.146 -1.278
H4 2.563 -2.636 1.255

=====

Short version: a is the most stable of them.